[1]
Here is one molecule with the formula C3H8S2 at a distorted geometry from the Open Molecules 2025 dataset. Energies are from ωB97M-V/def2-TZVPD.

Element x y z (Å)
C (-0.709, 0.508, -0.459)
C (-1.732, 0.433, 0.667)
C (0.658, -0.155, -0.147)
S (1.397, -0.869, -1.609)
S (3.228, -1.667, -0.322)
H (-1.073, -0.256, -1.173)
H (-0.545, 1.450, -0.972)
H (-2.255, -0.522, 0.705)
H (-2.484, 1.226, 0.700)
H (-1.300, 0.494, 1.674)
H (1.283, 0.633, 0.301)
H (0.467, -0.893, 0.640)
H (3.063, -0.381, -0.004)

For the LUMO energy, the calculation gives -0.758 eV. For the largest force on an atom, the calculation gives 3.03 eV/A. Its SMILES is CCCSS. The HOMO-LUMO gap is 8.171 eV. The multiplicity is 1. The value obtained for the HOMO energy is -0.3281 Eh. Its molar mass is 108.2 g/mol.

These are the natural (NBO) partial charges, in e, on atoms 1 to 5: -0.42 -0.62 -0.56 0.13 -0.15


[2]
Here is one molecule with the formula C5H8N2O at a distorted geometry from the Open Molecules 2025 dataset. Energies are from ωB97M-V/def2-TZVPD.

Element x y z (Å)
C (-0.483, -0.448, 2.142)
C (-0.857, 0.528, 1.120)
C (0.232, -1.405, 1.510)
C (-0.328, 0.143, -0.029)
C (-0.216, 1.892, -1.594)
N (0.510, -1.160, 0.181)
N (1.018, -1.941, -0.786)
O (-0.330, 0.554, -1.386)
H (-0.676, -0.241, 3.155)
H (-1.350, 1.453, 1.315)
H (0.685, -2.399, 1.840)
H (-0.883, 2.615, -1.198)
H (-0.044, 1.974, -2.644)
H (0.828, 2.021, -1.044)
H (1.661, -1.356, -1.207)
H (0.234, -2.232, -1.374)

For the LUMO energy, the calculation gives 0.932 eV. For the largest force on an atom, the calculation gives 8.00 eV/A. Its SMILES is COc1cccn1N. The HOMO-LUMO gap is 8.908 eV. The multiplicity is 1. The value obtained for the HOMO energy is -0.2931 Eh. Its molar mass is 112.1 g/mol.

These are the natural (NBO) partial charges, in e, on atoms 1 to 5: -0.33 -0.36 -0.02 0.39 -0.23


[3]
Here is C21H52B2I2N4O7 as an isolated structure at a distorted geometry from the Open Molecules 2025 dataset. Energies are from ωB97M-V/def2-TZVPD.

Element x y z (Å)
C (-3.137, 1.196, -3.010)
C (-3.085, -0.167, -2.467)
I (-4.781, -0.670, -1.268)
C (-2.126, -0.994, -2.672)
I (-2.002, -2.963, -1.936)
B (-0.876, -0.587, -3.510)
B (0.436, 0.136, -2.668)
N (1.316, 1.155, -3.247)
O (0.634, -0.282, -1.371)
H (-2.303, 1.442, -3.658)
H (-4.035, 1.298, -3.596)
H (-3.221, 1.920, -2.220)
H (-0.835, -0.791, -4.683)
H (0.878, 2.070, -3.187)
H (2.154, 1.201, -2.670)
H (1.008, 0.468, -0.882)
C (1.514, -2.607, 0.746)
O (1.635, -2.970, 2.113)
C (0.456, -3.552, 2.656)
C (0.717, -4.993, 3.034)
N (0.900, -5.813, 1.843)
C (1.369, -7.168, 2.116)
C (2.770, -7.325, 2.697)
O (3.805, -6.936, 1.814)
C (4.173, -5.568, 1.869)
H (2.433, -2.102, 0.458)
H (1.389, -3.490, 0.111)
H (0.676, -1.922, 0.593)
H (-0.385, -3.474, 1.962)
H (0.199, -2.991, 3.559)
H (-0.133, -5.377, 3.606)
H (1.603, -5.009, 3.684)
H (1.569, -5.359, 1.236)
H (1.342, -7.712, 1.169)
H (0.653, -7.660, 2.782)
H (2.925, -8.391, 2.885)
H (2.880, -6.823, 3.666)
H (4.050, -5.153, 2.873)
H (3.604, -4.970, 1.153)
H (5.226, -5.498, 1.592)
C (-7.308, 7.104, 0.132)
O (-7.605, 5.839, 0.690)
C (-8.941, 5.406, 0.458)
C (-8.954, 4.172, -0.416)
N (-8.544, 4.494, -1.777)
C (-8.331, 3.328, -2.630)
C (-7.177, 2.394, -2.280)
O (-5.896, 2.981, -2.436)
C (-5.406, 3.665, -1.296)
H (-6.299, 7.371, 0.440)
H (-7.345, 7.080, -0.963)
H (-7.998, 7.869, 0.501)
H (-9.547, 6.202, 0.018)
H (-9.374, 5.153, 1.430)
H (-9.966, 3.757, -0.436)
H (-8.289, 3.430, 0.048)
H (-7.686, 5.028, -1.740)
H (-8.159, 3.702, -3.642)
H (-9.256, 2.745, -2.663)
H (-7.212, 1.560, -2.986)
H (-7.280, 1.953, -1.283)
H (-5.755, 3.211, -0.366)
H (-5.681, 4.723, -1.314)
H (-4.316, 3.611, -1.317)
C (5.215, -1.570, 2.257)
O (5.291, -1.295, 0.867)
C (4.471, -0.212, 0.451)
C (5.319, 0.930, -0.063)
N (6.047, 1.568, 1.025)
C (7.046, 2.540, 0.590)
C (8.250, 2.019, -0.186)
O (9.109, 1.191, 0.574)
C (8.786, -0.189, 0.570)
H (5.812, -2.461, 2.447)
H (5.621, -0.745, 2.852)
H (4.184, -1.770, 2.563)
H (3.807, 0.119, 1.254)
H (3.847, -0.582, -0.370)
H (4.673, 1.672, -0.543)
H (5.998, 0.522, -0.825)
H (6.510, 0.852, 1.570)
H (7.422, 3.034, 1.489)
H (6.547, 3.310, -0.007)
H (8.850, 2.887, -0.472)
H (7.963, 1.523, -1.121)
H (8.330, -0.499, -0.373)
H (8.122, -0.447, 1.400)
H (9.714, -0.745, 0.706)

For the LUMO energy, the calculation gives -0.695 eV. For the largest force on an atom, the calculation gives 2.53 eV/A. The HOMO-LUMO gap is 7.921 eV. The multiplicity is 1. The value obtained for the HOMO energy is -0.3166 Eh. Its molar mass is 748.1 g/mol.

These are the Löwdin partial charges, in e, on atoms 1 to 5: -0.14 -0.83 0.83 -0.80 0.92


[4]
Here is C9H7BrCl2N2O as an isolated structure at a distorted geometry from the Open Molecules 2025 dataset. Energies are from ωB97M-V/def2-TZVPD.

Element x y z (Å)
C (-3.557, 0.550, -1.585)
C (-3.195, 1.221, -0.450)
C (-2.701, -0.401, -2.143)
C (-1.999, 0.786, 0.179)
C (-1.548, -0.790, -1.495)
C (-1.161, -0.194, -0.300)
C (0.166, -0.430, 0.288)
C (2.333, 0.112, 2.538)
C (3.773, -0.637, 0.501)
N (0.226, 0.296, 1.472)
N (1.279, 0.350, 2.088)
O (1.024, -1.205, -0.058)
Cl (4.875, -1.367, 1.469)
Cl (3.669, -1.344, -1.061)
Br (4.504, 1.301, 0.041)
H (-4.432, 0.978, -1.929)
H (-3.826, 1.917, 0.011)
H (-2.956, -0.823, -3.088)
H (-1.725, 1.046, 1.233)
H (-0.821, -1.480, -1.975)
H (2.939, -0.285, 1.186)
H (3.134, 0.400, 3.079)

For the LUMO energy, the calculation gives -0.174 eV. For the largest force on an atom, the calculation gives 3.71 eV/A. The HOMO-LUMO gap is 9.199 eV. The multiplicity is 1. The value obtained for the HOMO energy is -0.3444 Eh. Its molar mass is 310.0 g/mol.

These are the natural (NBO) partial charges, in e, on atoms 1 to 5: -0.18 -0.22 -0.23 -0.15 -0.14


[5]
Here is CN2O3S as an isolated structure at a distorted geometry from the Open Molecules 2025 dataset. Energies are from ωB97M-V/def2-TZVPD.

Element x y z (Å)
C (0.656, -1.820, 0.070)
N (0.214, -2.886, 0.065)
N (-0.709, 1.314, -0.104)
O (-0.918, 0.577, -1.083)
O (-1.297, 2.297, 0.208)
O (0.338, 1.045, 0.732)
S (1.715, -0.528, 0.111)

For the LUMO energy, the calculation gives -3.860 eV. For the largest force on an atom, the calculation gives 3.57 eV/A. The HOMO-LUMO gap is 7.548 eV. The multiplicity is 1. The value obtained for the HOMO energy is -0.4192 Eh. Its molar mass is 120.1 g/mol.

These are the natural (NBO) partial charges, in e, on atoms 1 to 5: -0.03 -0.18 0.71 -0.40 -0.30


[6]
Here is a 2-piece molecular cluster, C3H8O3S overall at a distorted geometry from the Open Molecules 2025 dataset. Energies are from ωB97M-V/def2-TZVPD.

Element x y z (Å)
O (-0.940, -0.662, 0.048)
C (0.234, -0.435, -0.030)
O (1.161, -1.373, 0.265)
C (0.823, 0.894, -0.445)
C (2.284, 0.854, -0.870)
S (2.868, 2.612, -0.952)
H (0.673, -2.211, 0.317)
H (0.773, 1.518, 0.450)
H (0.191, 1.330, -1.209)
H (2.913, 0.396, -0.116)
H (2.407, 0.447, -1.871)
H (4.107, 2.464, -0.475)
H (-5.119, -1.830, 1.957)
H (-6.579, -2.203, 1.659)
O (-5.794, -1.801, 1.270)

For the LUMO energy, the calculation gives 0.608 eV. For the largest force on an atom, the calculation gives 1.15 eV/A. Its SMILES is O=C(O)CCS.O. The HOMO-LUMO gap is 9.903 eV. The multiplicity is 1. The value obtained for the HOMO energy is -0.3416 Eh. Its molar mass is 124.2 g/mol.

These are the natural (NBO) partial charges, in e, on atoms 1 to 5: -0.58 0.80 -0.69 -0.54 -0.48


What did the first record say?
Here is one molecule with the formula C3H8S2 at a distorted geometry from the Open Molecules 2025 dataset. Energies are from ωB97M-V/def2-TZVPD.

Element x y z (Å)
C (-0.709, 0.508, -0.459)
C (-1.732, 0.433, 0.667)
C (0.658, -0.155, -0.147)
S (1.397, -0.869, -1.609)
S (3.228, -1.667, -0.322)
H (-1.073, -0.256, -1.173)
H (-0.545, 1.450, -0.972)
H (-2.255, -0.522, 0.705)
H (-2.484, 1.226, 0.700)
H (-1.300, 0.494, 1.674)
H (1.283, 0.633, 0.301)
H (0.467, -0.893, 0.640)
H (3.063, -0.381, -0.004)

For the LUMO energy, the calculation gives -0.758 eV. For the largest force on an atom, the calculation gives 3.03 eV/A. Its SMILES is CCCSS. The HOMO-LUMO gap is 8.171 eV. The multiplicity is 1. The value obtained for the HOMO energy is -0.3281 Eh. Its molar mass is 108.2 g/mol.

These are the natural (NBO) partial charges, in e, on atoms 1 to 5: -0.42 -0.62 -0.56 0.13 -0.15


Which of these has the lowest HOMO-LUMO gap?
CN2O3S


Which value of multiplicity does entry 4 give?
1